Record 1
43
Properties=species:S:1:pos:R:3:forces:R:3 method="wB97M-V/def2-TZVPD" energy_ha=-1182.3515 e_above_lowest_kcal_mol=90.05 homo_energy_ev=-9.157 charge=0 gap_ev=8.7 lumo_energy_ev=-0.41 multiplicity=1
O -1.893 -1.544 -1.661 0.0982 -0.0654 -0.2272
C -1.953 -1.195 -0.498 -0.0203 -0.0441 0.2032
N -3.098 -1.199 0.217 -0.2462 0.1500 0.2544
C -4.386 -1.497 -0.357 -0.3876 0.2410 -0.0527
C -5.244 -0.226 -0.473 0.0685 -0.3883 -0.3911
C -4.714 0.770 -1.512 -0.0801 0.0048 0.2583
C -5.040 2.118 -0.876 -0.0139 -0.1544 0.1702
C -4.849 1.800 0.604 0.1108 0.4102 -0.0109
O -5.265 0.458 0.779 -0.0108 -0.2502 0.0688
C -0.739 -0.760 0.264 0.3273 0.1637 0.0427
C -0.773 0.220 1.250 -0.0923 -0.1165 -0.0769
C 0.393 0.591 1.897 0.0468 -0.0014 0.0104
C 1.599 -0.002 1.572 0.1477 -0.1736 -0.0482
C 1.640 -0.965 0.568 -0.4972 0.2195 0.1313
O 2.796 -1.639 0.246 -0.2175 -0.2945 0.0180
C 3.970 -0.986 0.097 0.7091 0.3351 -0.1460
C 4.068 0.375 -0.207 -0.2783 -0.3067 0.0190
C 5.306 0.950 -0.388 0.4643 -0.0318 0.0028
C 6.454 0.174 -0.269 -1.2094 -0.5367 0.1509
N 7.741 0.780 -0.448 0.5434 0.2686 -0.0721
O 7.778 1.974 -0.669 0.0673 0.2293 -0.0509
O 8.719 0.065 -0.368 0.2277 -0.1019 0.0061
C 6.365 -1.187 0.014 0.2253 0.3250 -0.0710
C 5.130 -1.762 0.194 -0.4544 0.1146 0.0351
C 0.475 -1.340 -0.084 0.2364 0.0114 0.0026
H -3.111 -0.861 1.166 0.1561 -0.0483 -0.0769
H -4.899 -2.225 0.277 0.0424 -0.0010 -0.1009
H -4.218 -1.922 -1.348 -0.0800 -0.0404 0.1156
H -6.275 -0.525 -0.709 0.1308 0.0227 -0.0020
H -5.183 0.630 -2.483 0.0285 -0.0473 -0.0599
H -3.636 0.651 -1.625 0.0308 -0.0105 -0.0505
H -4.392 2.922 -1.215 -0.0094 0.0686 -0.0248
H -6.079 2.389 -1.070 -0.0136 0.0588 -0.0032
H -5.447 2.428 1.269 0.0805 -0.0048 -0.0361
H -3.789 1.903 0.883 -0.0920 0.0168 -0.0119
H -1.699 0.714 1.508 -0.0996 0.0341 0.0105
H 0.365 1.348 2.666 0.0009 0.0632 0.0577
H 2.504 0.273 2.093 0.0576 0.0237 0.0306
H 3.173 0.969 -0.316 -0.0142 0.0473 -0.0040
H 5.403 1.998 -0.627 -0.0118 0.0208 -0.0051
H 7.271 -1.768 0.093 0.0089 -0.0302 0.0009
H 5.029 -2.813 0.412 0.0030 -0.1138 0.0301
H 0.505 -2.084 -0.864 0.0166 -0.0677 -0.0971

=====

Record 2
36
Properties=species:S:1:pos:R:3:forces:R:3 method="wB97M-V/def2-TZVPD" energy_ha=-819.3549 homo_energy_ev=-15.046 charge=+2 gap_ev=7.3 lumo_energy_ev=-7.77 multiplicity=1
Li 2.623 0.345 -2.300 -0.0145 -0.1866 0.8235
Li 1.943 2.619 -0.192 -0.5387 0.0621 1.1060
Li 4.064 0.520 1.099 0.1723 -0.4713 -0.3455
O 2.604 0.811 -0.270 0.1976 0.1555 -0.1432
H 1.987 0.479 0.411 -0.1814 0.1370 -0.7543
O 4.173 -1.431 0.667 -0.1531 0.7825 0.0446
H 4.563 -2.285 0.481 0.4581 -0.3393 0.2730
H 3.403 -1.390 0.099 -0.4112 -0.1792 -0.2307
C 0.016 2.807 2.274 -1.6626 1.0889 3.4068
O 0.822 2.716 1.403 3.5141 -1.2534 -5.2832
N 0.405 3.016 3.506 0.6231 0.2703 3.4109
N -1.286 2.869 2.149 -1.7930 -0.4716 -2.2891
H -0.328 3.284 4.147 0.4898 -0.1890 0.3465
H 1.270 2.677 3.900 -0.1310 0.3439 -0.3134
H -1.959 2.787 2.899 0.2289 -0.0645 -0.2159
H -1.568 2.648 1.205 -0.8249 0.2452 0.2360
C -2.344 1.537 -0.820 -4.4896 -0.6380 2.2983
O -3.480 1.493 -0.328 1.6653 -0.3511 -0.7623
N -1.360 0.657 -0.580 2.8771 -1.7252 0.2049
N -1.893 2.535 -1.553 1.6381 1.6615 -1.3674
H -0.524 0.781 -1.132 -0.2558 -0.3014 0.0390
H -1.307 -0.213 -0.068 -1.1996 0.4368 0.0921
H -0.884 2.501 -1.579 -0.4596 1.0642 -0.8956
H -2.461 3.191 -2.070 0.1157 -0.1274 0.3388
C -1.944 -3.032 -1.561 -1.2516 1.0054 -1.3188
C -0.511 -3.346 -1.297 -0.7490 0.1041 0.2421
C 0.485 -2.205 -1.029 0.0008 -0.0805 -1.4095
O -0.570 -4.064 -0.143 0.9592 -1.9789 2.6088
H -2.365 -2.387 -0.790 0.0767 0.3901 -0.0006
H -2.593 -3.907 -1.527 0.5390 -0.3668 0.1014
H -2.148 -2.620 -2.550 0.0743 0.4679 -0.0031
H -0.161 -4.066 -2.036 0.4288 0.4298 -0.3103
H 0.351 -1.596 -0.135 -0.5020 -0.3604 0.2694
H 0.404 -1.533 -1.883 0.5094 0.3276 -0.3386
H 1.448 -2.712 -0.955 0.2657 0.2945 -0.1093
H -0.878 -3.484 0.557 -0.2165 -0.1825 0.2491

=====

Record 3
9
Properties=species:S:1:pos:R:3:forces:R:3 method="wB97M-V/def2-TZVPD" energy_ha=-1104.5570 e_above_lowest_kcal_mol=117.80 homo_energy_ev=0.920 charge=-2 gap_ev=5.4 lumo_energy_ev=6.28 multiplicity=1
C 0.033 0.308 -0.682 -2.7905 -2.5713 -0.1828
C 0.187 -1.774 -0.603 -0.3777 3.2289 1.4578
O 1.001 -2.054 2.037 -0.3695 -0.8882 -1.5561
O 1.375 -2.652 -0.587 0.4890 0.3364 0.2478
O -0.161 -4.108 1.025 -0.4406 -0.7297 -0.3452
P 0.448 -2.775 0.798 1.4726 1.6196 2.3970
Cl -0.980 -2.408 -1.685 -1.3688 -0.4631 -1.7657
H 0.358 0.625 0.309 0.5588 -0.3957 0.5995
H -1.227 0.275 -0.397 2.8265 -0.1369 -0.8522

=====

Record 4
98
Properties=species:S:1:pos:R:3:forces:R:3 method="wB97M-V/def2-TZVPD" energy_ha=-1892.3207 e_above_lowest_kcal_mol=0.00 homo_energy_ev=-9.218 charge=0 gap_ev=9.2 lumo_energy_ev=-0.03 multiplicity=1
C 5.629 1.152 -0.328 -0.4257 -0.1403 1.0399
C 4.517 0.130 -0.319 0.8184 -0.8300 -0.6468
C 4.125 -0.451 -1.653 -0.5827 0.2844 -0.2760
O 4.042 -0.278 0.711 -0.3068 0.1011 0.3266
H 5.688 1.488 0.708 0.0493 0.4204 -0.1674
H 5.391 1.966 -1.008 0.2933 0.0456 -0.0747
H 6.586 0.668 -0.524 -0.0686 0.0178 -0.4802
H 3.393 -1.251 -1.559 0.0054 0.0341 0.1770
H 4.960 -0.828 -2.243 0.2219 0.1368 0.2029
H 3.680 0.371 -2.227 -0.0114 -0.0865 -0.1139
C -2.096 0.320 3.283 -0.2538 -0.7840 -0.3192
C -3.573 0.050 3.204 -0.5312 0.8104 0.3114
C -4.031 -1.354 2.917 0.1270 -0.3708 -0.0512
O -4.399 0.910 3.427 0.1220 0.0064 -0.1509
H -1.830 1.351 3.075 -0.1587 0.0702 0.0510
H -1.630 -0.369 2.574 0.4084 0.2288 0.1022
H -1.768 0.051 4.289 0.1807 0.0135 -0.0435
H -3.624 -1.742 1.979 0.1441 0.0646 0.0365
H -5.116 -1.398 2.871 -0.0132 0.0839 0.0879
H -3.676 -2.006 3.721 0.0032 -0.0687 -0.0625
C -0.687 3.945 1.650 -0.3387 -0.6454 -0.5496
C -0.575 4.887 2.817 0.2838 -0.4313 0.6020
C 0.466 5.961 2.742 0.1180 0.6125 -0.6273
O -1.207 4.719 3.830 -0.3548 -0.0132 -0.0461
H 0.128 3.214 1.672 0.2884 0.3282 0.0892
H -0.664 4.440 0.678 0.1556 0.1512 0.0730
H -1.588 3.329 1.681 -0.1351 0.2791 0.2800
H 0.621 6.251 1.700 0.1785 0.0353 0.0605
H 1.410 5.598 3.148 -0.0678 -0.1835 0.0086
H 0.171 6.846 3.303 -0.1056 -0.1145 0.1233
C 1.201 -5.988 -1.407 -0.0657 0.9084 -0.5076
C 1.897 -4.676 -1.082 0.5539 -0.7203 0.3080
C 1.215 -3.746 -0.101 -0.6264 -0.0729 -1.1654
O 2.981 -4.417 -1.552 0.0261 0.3104 -0.1126
H 1.433 -6.737 -0.652 -0.2848 0.0384 0.1864
H 1.552 -6.350 -2.371 0.1353 -0.0308 0.0432
H 0.141 -5.741 -1.492 -0.1030 -0.6232 0.2415
H 0.145 -3.953 -0.131 0.0229 -0.0474 0.4025
H 1.327 -2.729 -0.480 0.2521 0.1060 0.3872
H 1.612 -3.865 0.898 0.0995 0.0158 0.0560
C -2.395 -2.956 -0.906 -0.5757 0.4030 -0.2966
C -2.763 -4.050 -1.885 0.2982 -0.1206 -0.0140
C -4.004 -3.874 -2.730 -0.2369 -0.0007 0.4245
O -2.071 -5.037 -1.978 0.0186 -0.1186 -0.0837
H -2.312 -3.353 0.104 0.2332 -0.0650 -0.0312
H -3.142 -2.161 -0.912 -0.0196 -0.0069 0.1522
H -1.462 -2.489 -1.225 0.1907 -0.2178 0.2393
H -3.813 -3.967 -3.797 0.2271 0.1555 0.0114
H -4.473 -2.929 -2.465 -0.1893 0.0176 -0.3797
H -4.696 -4.686 -2.494 0.0163 0.0186 0.0918
C 1.506 3.625 -2.607 -0.2732 -0.6292 -0.2134
C 2.717 3.926 -1.759 -0.4068 -0.0195 -0.3076
C 3.520 5.145 -2.108 0.3981 0.2366 0.5642
O 3.028 3.204 -0.843 0.1476 -0.1562 0.2553
H 0.704 4.356 -2.504 0.2419 0.2907 -0.0428
H 1.075 2.659 -2.342 0.1817 0.0044 0.1898
H 1.796 3.554 -3.658 -0.0281 0.2812 -0.0324
H 4.125 5.006 -3.004 -0.2261 -0.0918 -0.1591
H 4.210 5.321 -1.282 -0.0122 0.0899 -0.0528
H 2.883 6.020 -2.231 -0.0292 -0.0294 -0.1668
C -2.211 -0.654 -3.542 0.9290 -0.3485 -0.5484
C -3.597 -0.490 -4.075 -0.7682 0.2203 0.4232
C -3.895 -0.914 -5.492 0.5730 0.1697 0.1313
O -4.473 0.005 -3.397 0.1104 -0.0405 0.0384
H -1.608 0.195 -3.882 -0.0583 0.0399 -0.0095
H -1.734 -1.533 -3.987 0.0033 0.0096 0.0243
H -2.113 -0.720 -2.464 -0.4465 0.1777 0.0634
H -3.243 -0.349 -6.165 -0.0958 0.0344 -0.0582
H -4.937 -0.699 -5.700 -0.0238 -0.1464 -0.1288
H -3.630 -1.961 -5.646 -0.1964 -0.0562 0.0203
C -0.063 -2.821 3.209 -0.4637 -0.1552 -0.7101
C 1.065 -1.857 3.428 0.1731 0.2048 -0.1444
C 2.375 -2.143 2.730 0.5654 0.0742 1.1833
O 0.931 -0.839 4.068 -0.1646 -0.1248 0.1390
H -0.731 -2.964 4.056 0.2801 0.0200 0.2225
H 0.298 -3.760 2.794 -0.0506 -0.1654 0.3131
H -0.693 -2.400 2.415 0.1213 0.1091 -0.0146
H 3.123 -1.547 3.255 -0.0174 0.3494 -0.3984
H 2.339 -1.873 1.681 0.0998 -0.1152 -0.0680
H 2.738 -3.163 2.880 -0.4379 -0.2046 -0.3550
C 3.017 2.180 2.529 1.2537 0.9238 -0.6693
O 2.817 3.529 2.978 -0.3019 -0.1411 0.2344
H 2.691 2.102 1.491 -0.6548 -0.4749 0.2343
H 4.093 1.998 2.431 0.0206 -0.2186 0.3842
H 2.607 1.485 3.252 -0.3825 -0.0115 -0.1838
H 3.171 4.114 2.303 0.0492 -0.0734 -0.0359
C -4.221 0.965 -0.026 -0.0528 0.0921 0.0467
O -2.831 0.743 -0.298 0.1022 0.2778 -0.4104
H -4.826 1.108 -0.923 0.2533 -0.2596 -0.1998
H -4.554 0.070 0.491 -0.2038 0.1452 0.1353
H -4.355 1.856 0.589 0.0164 -0.1798 0.2937
H -2.550 1.449 -0.892 -0.0204 -0.0485 0.0356
C 0.740 0.402 0.658 0.1971 0.5716 -0.7806
O -0.089 -0.563 0.012 -0.0636 0.2026 0.2016
H 0.199 1.003 1.393 0.0283 -0.3698 0.2535
H 1.617 -0.080 1.077 -0.1853 -0.0876 0.2059
H 1.125 1.115 -0.087 0.0559 -0.0363 0.0605
H -0.872 -0.068 -0.262 -0.2540 -0.3464 0.1203